Record 1
21
Properties=species:S:1:pos:R:3:nbo_charge:R:1 method="wB97M-V/def2-TZVPD" homo_lumo_gap_ev=10.24 de_lowest_kj_mol=183.9 total_charge=0 smiles="CCC(N)=O.CC(N)=O"
C -2.2185 -1.2132 -2.5567 -0.699
C -1.3265 -0.0885 -1.7846 0.685
O -0.3882 0.2954 -2.4396 -0.639
N -1.7289 0.4454 -0.6103 -0.866
H -2.8937 -0.7588 -3.2507 0.238
H -2.6609 -1.6490 -1.6285 0.195
H -1.0069 1.1952 -0.3660 0.418
H -2.4987 0.1480 0.1014 0.435
H -1.5056 -2.0341 -2.9483 0.240
C 0.3872 -0.5876 1.4513 -0.514
C 1.2360 -1.4824 2.4233 -0.594
C 1.2086 0.6451 1.2738 0.676
O 1.5123 1.3768 2.1820 -0.623
N 1.5314 0.9992 -0.0074 -0.831
H 0.2027 -0.9646 0.5092 0.207
H -0.6105 -0.5799 1.7982 0.227
H 1.4783 -2.6180 2.1454 0.207
H 2.0211 1.9276 0.0220 0.405
H 1.0547 0.7059 -0.7714 0.401
H 0.8683 -1.4684 3.3707 0.209
H 2.2204 -1.0351 2.5595 0.222

Record 2
96
Properties=species:S:1:pos:R:3:mulliken_charge:R:1 method="wB97M-V/def2-TZVPD" homo_lumo_gap_ev=8.20 de_lowest_kj_mol=427.7 total_charge=0 smiles=OCCO.OCCO.OCCO.OCCO.OCCO.OCCO.OCCO.OCCO.OCCO.O.O
O -0.1465 -1.2039 2.3535 -0.460
H -1.0065 -1.6289 2.6265 0.360
H 0.2895 -1.0479 3.1895 0.195
O 0.3545 0.1441 0.0305 5.445
H -0.3325 -0.1769 -0.5335 -1.287
H 0.3275 -0.4289 0.7895 -1.451
C 1.6995 -1.7729 -3.9065 -0.456
C 0.5275 -1.4079 -4.8155 -0.371
O 0.8875 -1.6219 -6.1555 -0.558
O 1.3425 -1.6349 -2.5605 -0.065
H 2.5905 -1.1149 -4.1085 0.346
H 2.0035 -2.8249 -4.1105 0.340
H 0.1565 -0.3349 -4.7515 0.057
H -0.3295 -2.0399 -4.5865 0.323
H 0.0805 -1.4459 -6.6465 0.343
H 0.3825 -1.7159 -2.4915 -0.348
C -2.3605 -0.1699 4.3355 -0.680
C -3.2335 -1.2709 3.7425 -0.275
O -2.4575 -2.0719 2.8655 -0.508
O -1.7925 0.6371 3.2815 -0.428
H -1.6495 -0.6879 4.9435 0.229
H -2.9175 0.5791 4.8985 0.461
H -4.0635 -0.6639 3.2475 0.151
H -3.8175 -1.8589 4.4425 0.482
H -3.1315 -2.6379 2.3965 0.220
H -1.2745 -0.0379 2.8635 0.022
C -2.7255 4.7021 -2.8005 -0.707
C -2.7955 3.2441 -2.2745 -0.097
O -1.4945 2.7021 -2.2855 -0.189
O -3.9635 5.4011 -2.8145 -0.529
H -2.2505 4.8291 -3.7695 0.320
H -1.9355 5.2801 -2.1545 0.286
H -3.3465 2.6751 -3.0185 0.277
H -3.3035 3.1191 -1.3265 0.217
H -1.4875 1.7861 -2.2725 0.186
H -3.8005 6.2731 -3.1095 0.309
C 2.3795 -2.8809 0.7495 1.080
C 3.5245 -3.2099 1.7395 -1.160
O 3.0645 -3.1699 3.0665 -0.646
O 2.8855 -2.8449 -0.5545 -0.598
H 1.8435 -1.8999 0.9515 -0.171
H 1.6885 -3.6769 0.7875 0.058
H 4.4475 -2.7029 1.5345 0.351
H 3.8765 -4.2139 1.5945 0.488
H 2.2535 -3.6589 3.1075 0.341
H 2.1875 -2.5609 -1.1325 0.278
C 0.3605 2.6331 1.9165 1.292
C 0.3645 3.9471 2.5805 -1.008
O 1.2205 4.0951 3.6465 -0.476
O -0.5515 2.6041 0.8645 -0.639
H 0.0525 1.8341 2.5835 -0.255
H 1.3975 2.5241 1.5215 -0.542
H -0.6485 4.1251 2.9225 0.350
H 0.7075 4.6961 1.8395 0.343
H 1.0685 4.9861 4.0145 0.323
H -0.4465 1.7301 0.4785 -0.290
C -2.9625 -0.0889 -0.0335 1.286
C -2.9045 -0.3279 -1.5245 -1.304
O -1.6895 -0.1009 -2.1185 -0.343
O -4.2635 0.1781 0.5835 -0.598
H -2.4035 0.7691 0.3245 0.210
H -2.6145 -0.9459 0.4975 -0.705
H -3.7885 0.2221 -1.8675 0.336
H -3.0475 -1.2799 -1.8725 0.384
H -1.8715 -0.0979 -3.0605 0.169
H -4.6825 0.8351 0.0665 0.357
C 2.8065 1.2001 -2.0315 -0.588
C 1.6835 1.6491 -2.9875 1.008
O 1.4065 3.0071 -2.9665 -0.622
O 2.5745 1.6161 -0.6915 -0.503
H 3.7325 1.5281 -2.4025 0.573
H 2.9165 0.1081 -2.0335 0.017
H 0.7575 1.2951 -2.6955 -1.024
H 1.8945 1.3611 -4.0235 0.408
H 0.5835 3.2211 -3.4165 0.319
H 2.0255 0.8801 -0.3675 -0.618
C -1.1645 -3.1539 -0.6115 -0.063
C -0.9075 -4.5429 -0.0905 -1.003
O -1.3545 -4.6739 1.2115 -0.531
O -0.8695 -3.1109 -1.9585 -0.483
H -0.5195 -2.4459 -0.0605 -0.231
H -2.1435 -2.8029 -0.5045 0.709
H 0.0675 -4.8869 -0.2725 0.501
H -1.5545 -5.2079 -0.6685 0.571
H -2.2385 -4.3549 1.1905 0.256
H -1.4625 -3.7199 -2.3585 0.294
C 3.8385 1.7591 2.5545 -0.493
C 3.1555 0.4041 2.2615 0.847
O 3.5575 -0.5429 3.2655 -0.748
O 4.0825 1.9711 3.9435 -0.584
H 3.3355 2.6131 2.0565 0.297
H 4.8155 1.7471 2.0565 0.319
H 3.4865 0.0701 1.2775 0.149
H 2.0635 0.4501 2.2175 -0.624
H 3.1295 -1.4449 3.1335 0.451
H 3.8295 2.9121 4.2555 0.327

Record 3
14
Properties=species:S:1:pos:R:3:nbo_charge:R:1 method="wB97M-V/def2-TZVPD" homo_lumo_gap_ev="7.35 / 8.11" de_lowest_kj_mol=665.7 total_charge=+1
C 1.2734 -0.0086 -0.1660 -0.317
C -0.8792 1.2640 0.1745 -0.142
C 0.5653 -1.2198 0.2620 0.066
N 0.5853 1.2364 0.0750 -0.660
N -1.6649 0.0160 -0.1137 -0.041
N -0.8334 -1.1387 -0.0187 -0.464
H 2.2312 -0.0587 0.3625 0.260
H 1.5634 -0.1533 -1.2296 0.233
H -1.2540 1.5745 1.1780 0.250
H -1.3163 1.8992 -0.5477 0.246
H 0.9066 -2.1653 0.0755 0.207
H 1.1620 2.1656 0.0101 0.446
H -1.0099 -1.7533 -0.7744 0.451
H -1.3296 -1.6580 0.7124 0.465

Record 4
18
Properties=species:S:1:pos:R:3:nbo_charge:R:1 method="wB97M-V/def2-TZVPD" homo_lumo_gap_ev=10.36 de_lowest_kj_mol=115.0 total_charge=0 smiles="CCCC(N)=O.O"
C 2.4843 -0.7418 -0.2103 -0.634
C 0.9870 -0.8571 -0.3321 -0.392
C 0.3774 -0.0984 0.9630 -0.528
C -1.0145 0.1394 1.2875 0.668
N -1.7577 0.9575 0.3768 -0.837
O -1.6093 -0.2915 2.2467 -0.581
H 2.7366 0.2671 0.1779 0.199
H 3.0060 -1.3862 0.5322 0.219
H 3.1540 -0.8815 -1.0519 0.221
H 0.6890 -1.8933 -0.1188 0.210
H 0.4610 -0.4734 -1.1856 0.224
H 1.0768 0.7341 1.1156 0.228
H 0.8175 -0.7732 1.7384 0.231
H -1.1815 1.6758 -0.0383 0.377
H -2.5967 1.2630 0.8503 0.391
H 0.8625 0.3989 -3.1132 0.461
H -0.2191 0.1887 -4.0334 0.466
O -0.0334 0.7244 -3.2542 -0.923

Record 5
64
Properties=species:S:1:pos:R:3:mulliken_spin:R:1 method="wB97M-V/def2-TZVPD" homo_lumo_gap_ev="6.76 / 6.44" multiplicity=5 de_lowest_kj_mol=0.0 s2=6.0324 total_charge=+1
O 0.1250 -0.7092 -0.3620 0.050
C -0.0128 -0.8069 -1.8188 0.000
C -0.5002 -2.2461 -1.7436 0.002
H 0.9651 -0.6679 -2.2902 0.000
H -0.7612 -0.0963 -2.1814 0.009
C -0.2179 -2.1271 -0.2195 -0.007
H 0.1175 -2.9533 -2.3001 0.001
H -1.5694 -2.3437 -1.9638 0.001
C 1.0138 -2.8758 0.2299 0.006
H 1.8818 -2.5234 -0.3387 -0.002
H 0.8730 -3.9515 0.0679 0.002
H 1.1848 -2.6992 1.2987 0.000
C -1.4039 -2.3502 0.6947 0.014
H -2.3106 -1.8944 0.2907 0.001
H -1.2147 -1.9257 1.6893 -0.002
H -1.5841 -3.4237 0.8157 0.000
Os -0.5943 1.3749 1.1413 2.575
C -2.2925 2.2388 1.8051 0.039
C -1.8659 2.9309 0.6111 0.054
C -1.8300 1.9853 -0.4437 0.134
H -1.5211 3.9550 0.5672 0.066
C -2.2601 0.7275 0.0738 0.140
C -2.5976 0.8935 1.4560 0.059
H -2.9928 0.1194 2.0989 0.007
H -2.3964 2.6674 2.8036 0.005
H -1.4646 2.1319 -1.4551 0.051
H -2.4477 -0.1493 -0.5118 0.012
C 1.2843 2.2541 2.7905 0.092
C 0.2949 1.1291 3.0293 0.025
C 0.7692 -0.0309 2.3641 0.231
H -0.3786 1.1333 3.8840 0.011
C 1.9219 0.3424 1.5592 -0.133
C 2.1551 1.7016 1.7048 0.390
H 2.9616 2.2716 1.2632 0.012
H 1.8358 2.4988 3.7158 0.070
H 0.4200 -1.0438 2.5782 -0.012
H 2.5435 -0.3711 1.0079 0.000
O 0.9587 -3.8355 -4.5216 0.000
C 0.3621 -5.1189 -4.2180 0.000
C 0.5954 -6.0875 -5.3891 0.000
H -0.7257 -4.9762 -4.0717 0.000
H 0.7756 -5.4818 -3.2633 0.000
C 0.7809 -5.1223 -6.5830 0.000
H -0.2279 -6.7895 -5.5192 0.000
H 1.5312 -6.6401 -5.2288 0.000
C 1.4107 -3.8930 -5.9044 0.000
H -0.2096 -4.8608 -6.9818 0.000
H 1.3955 -5.5362 -7.3827 0.000
H 1.1592 -2.9474 -6.4048 0.000
H 2.5121 -4.0034 -5.9302 0.000
C -1.1128 5.3339 2.8164 0.004
C 0.2327 4.6989 3.2271 0.017
C 1.3586 5.6831 2.8841 0.000
C 0.0538 4.2412 4.6612 0.005
O 0.5334 3.5731 2.3604 0.067
H -1.3266 6.2528 3.3911 0.000
H -1.9511 4.6542 3.0183 0.000
H -1.1510 5.5940 1.7508 0.000
H 1.3302 6.6432 3.4208 0.001
H 2.3431 5.2362 3.0523 0.001
H 1.2984 5.8973 1.8035 0.000
H -0.8536 3.6253 4.7119 0.000
H 0.8941 3.6414 5.0033 0.000
H -0.0983 5.0519 5.3852 0.001